1.
# C32H22I2IrN6O3Se2

A structure of composition C32H22I2IrN6O3Se2 (wB97M-V/def2-TZVPD, OMol25).

```
68
Properties=species:S:1:pos:R:3:forces:R:3
Ir -0.219 -0.483 -0.696 0.0 0.2 -0.1
Se -0.554 -3.221 -3.287 0.1 -0.1 0.0
Se -0.944 -4.236 -1.255 -0.1 0.0 0.0
C -2.293 -2.986 -0.700 0.0 0.0 0.1
C -3.537 -3.541 -0.442 0.0 0.0 0.0
C -4.622 -2.723 -0.179 0.0 0.0 0.0
C -4.423 -1.357 -0.235 0.0 0.0 0.0
C -3.148 -0.881 -0.458 -0.1 0.0 0.0
N -2.064 -1.659 -0.643 0.1 0.0 0.0
C 1.127 -2.494 -2.723 0.0 0.0 0.0
C 2.238 -2.878 -3.456 0.0 0.0 0.0
C 3.509 -2.596 -2.987 0.0 0.0 0.0
C 3.621 -1.983 -1.752 0.0 0.0 0.0
C 2.472 -1.591 -1.098 0.0 -0.1 -0.1
N 1.228 -1.781 -1.584 0.0 0.1 0.2
H -3.650 -4.614 -0.497 0.0 0.0 0.0
H -5.597 -3.144 0.021 0.0 0.0 0.0
H -5.231 -0.655 -0.091 0.0 0.0 0.0
H -2.982 0.182 -0.477 0.0 0.0 0.0
H 2.092 -3.447 -4.363 0.0 0.0 0.0
H 4.384 -2.894 -3.549 0.0 0.0 0.0
H 4.579 -1.792 -1.291 0.0 0.0 0.0
H 2.551 -1.094 -0.150 0.0 0.0 0.0
I -2.057 -0.829 5.071 0.0 0.0 0.0
C -1.785 0.744 3.780 0.0 0.0 -0.1
C -1.688 2.039 4.247 0.0 0.1 -0.1
C -1.568 3.102 3.366 0.0 -0.1 0.0
I -1.527 4.999 4.171 0.0 0.0 0.0
C -1.459 2.882 1.941 0.0 0.2 0.0
C -1.368 3.945 1.026 0.0 -0.1 -0.1
C -1.258 3.668 -0.312 0.0 0.0 0.1
C -1.138 2.344 -0.710 0.0 0.0 -0.1
N -1.195 1.308 0.126 0.0 -0.2 0.0
C -1.436 1.570 1.446 -0.1 -0.2 0.1
C -1.767 0.440 2.360 0.0 0.2 0.0
O -2.057 -0.665 1.922 0.0 0.0 0.0
H -1.741 2.231 5.310 0.0 0.0 0.0
H -1.395 4.966 1.379 0.0 0.0 0.0
H -1.207 4.451 -1.054 0.0 0.0 0.0
H -0.955 2.124 -1.749 0.0 0.0 0.0
O 2.188 2.451 0.374 0.0 0.0 0.0
C 1.663 1.379 0.255 -0.1 0.0 -0.1
O 1.256 0.863 -0.891 0.1 0.0 0.0
C 1.460 0.443 1.425 0.0 0.0 0.0
C 2.153 0.699 2.610 0.0 0.0 0.0
C 2.126 -0.248 3.595 0.0 0.0 0.0
C 1.415 -1.445 3.385 0.0 0.0 0.0
C 1.417 -2.488 4.346 0.0 0.0 0.0
C 0.725 -3.638 4.120 0.0 0.0 0.0
C -0.021 -3.785 2.929 0.0 0.0 0.0
C -0.048 -2.795 1.991 0.0 0.0 0.0
C 0.686 -1.611 2.181 0.0 0.0 0.0
N 0.711 -0.637 1.213 0.0 -0.1 -0.1
H 2.712 1.621 2.683 0.0 0.0 0.0
H 2.665 -0.106 4.523 0.0 0.0 0.0
H 1.987 -2.347 5.256 0.0 0.0 0.0
H 0.737 -4.437 4.849 0.0 0.0 0.0
H -0.583 -4.694 2.763 0.0 0.0 0.0
H -0.635 -2.891 1.096 0.0 0.0 0.0
N 0.206 0.611 -3.383 0.0 0.0 0.0
C -0.248 0.862 -4.619 0.0 0.0 0.0
C -1.546 0.402 -4.684 0.0 0.0 0.0
C -1.810 -0.121 -3.416 0.0 0.1 0.0
N -0.744 0.020 -2.632 0.0 -0.1 0.1
H 1.072 0.887 -2.934 0.0 0.0 0.0
H 0.373 1.348 -5.352 0.0 0.0 0.0
H -2.209 0.436 -5.529 0.0 0.0 0.0
H -2.703 -0.594 -3.048 0.0 0.0 0.0
```
Forces are in eV/Å.

Values from the calculation:
**Energy relative to the best compared isomer or geometry (same formula, charge and spin)**: 0.0 kJ/mol
**Lowest unoccupied orbital energy (alpha / beta)**: -5.91 / -7.35 eV
**HOMO-LUMO gap (alpha / beta)**: 7.1 / 6.5 eV
**<S²>**: 0.79
**2S+1**: 2
**Net charge**: +2
**HOMO (alpha / beta)**: -13.0 / -13.9 eV

2.
# CH3BrClN

A cluster of 2 separate species, CH3BrClN in total (wB97M-V/def2-TZVPD, OMol25).

```
7
Properties=species:S:1:pos:R:3:forces:R:3
C 0.707 0.302 0.292 -2.7 2.2 1.0
N 0.091 0.141 -0.831 1.6 -1.4 -2.0
Cl -2.032 -0.075 1.405 -0.8 -0.2 0.3
Br 2.202 -0.647 0.615 1.3 -1.0 -0.2
H -0.767 0.246 1.212 0.4 0.4 0.2
H 0.543 -0.542 -1.436 -0.4 0.1 -0.7
H -0.744 0.577 -1.256 0.6 0.0 1.4
```
Forces are in eV/Å.

Values from the calculation:
**Energy relative to the best compared isomer or geometry (same formula, charge and spin)**: 189.2 kJ/mol
**Lowest unoccupied orbital energy**: 0.36 eV
**HOMO-LUMO gap**: 9.4 eV
**HOMO**: -9.0 eV

3.
# C10H25AlBBrCsLiN2O11

A structure of composition C10H25AlBBrCsLiN2O11 (wB97M-V/def2-TZVPD, OMol25).

```
53
Properties=species:S:1:pos:R:3:forces:R:3
C -3.316 -1.759 0.141 0.8 0.5 -0.1
C -1.801 -1.625 0.084 -1.1 -0.5 -0.4
O -1.388 -1.026 1.308 0.4 -0.5 -0.3
C -0.344 -0.083 1.127 0.1 0.3 0.1
C 0.963 -0.589 1.758 -1.6 -0.7 0.8
O 1.820 0.530 2.083 -0.3 -0.7 -0.4
C 1.824 1.361 0.839 1.5 0.8 -0.7
B 2.376 0.673 -0.578 -0.3 1.5 -0.7
C 3.617 -0.471 -0.560 -1.4 -2.1 1.2
N 4.883 0.070 0.140 -0.4 -1.4 0.0
O 1.247 0.484 -1.468 -0.2 -0.9 -0.5
C 1.075 1.564 -2.390 1.2 3.6 0.7
C 2.101 2.716 -1.868 -0.7 -2.7 -0.3
O 3.049 1.821 -1.232 -2.2 3.0 3.0
H -3.720 -0.804 0.461 -0.4 0.1 -0.1
H -3.621 -2.542 0.837 -0.5 -0.3 -0.8
H -3.673 -2.039 -0.842 -0.4 -0.1 0.0
H -1.390 -2.624 -0.066 0.4 0.0 0.2
H -1.589 -1.031 -0.805 0.3 0.4 0.0
H -0.146 0.148 0.077 -0.4 -0.3 -0.2
H -0.680 0.843 1.585 0.2 0.1 0.3
H 0.706 -1.107 2.686 0.0 0.2 0.2
H 1.414 -1.352 1.121 0.5 0.4 -0.3
H 0.840 1.788 0.683 -0.1 0.0 0.3
H 2.468 2.216 1.036 0.2 -0.1 0.4
H 3.928 -0.598 -1.662 -3.1 -4.2 4.4
H 3.344 -1.472 -0.206 0.0 0.0 0.3
H 4.958 -0.353 1.058 0.0 -0.1 0.1
H 5.658 -0.375 -0.372 0.1 0.1 0.8
H 1.360 1.375 -3.421 -0.2 -0.9 -0.1
H 0.070 2.056 -2.382 1.2 -1.0 0.2
H 2.696 3.273 -2.632 -0.9 -0.1 0.5
H 1.554 3.310 -1.142 0.3 0.8 -0.1
Li -3.377 -2.888 2.334 0.5 0.1 0.5
Cs 4.694 0.853 -2.269 8.0 5.6 -9.3
Br -1.661 1.110 -3.219 -1.7 -1.0 -0.3
Al 3.351 -0.135 2.936 -0.1 0.4 0.1
O -2.415 3.119 1.682 0.1 -0.2 0.1
H -1.641 3.224 2.244 0.0 0.2 -0.1
H -2.650 2.190 1.760 -0.1 0.0 -0.1
C -0.248 -6.090 -0.801 0.1 -0.1 -0.1
N -1.373 -6.011 0.171 0.1 0.0 -0.2
O -1.537 -6.931 0.929 -0.1 -0.1 0.2
O -2.063 -5.005 0.132 -0.1 0.2 0.2
H 0.268 -7.030 -0.650 -0.1 0.0 0.1
H -0.675 -6.034 -1.798 0.0 0.1 0.0
H 0.408 -5.247 -0.610 -0.1 0.1 -0.1
C -5.251 4.993 0.983 -0.3 -0.6 0.2
O -4.474 5.921 0.769 0.0 0.0 0.0
O -5.531 4.537 2.129 0.2 0.3 -0.2
O -5.889 4.370 0.087 0.3 0.3 0.0
O 0.313 5.134 -0.986 0.2 -0.1 0.1
H -0.530 5.540 -1.221 0.0 -0.1 0.1
```
Forces are in eV/Å.

Values from the calculation:
**Lowest unoccupied orbital energy**: -2.83 eV
**HOMO-LUMO gap**: 2.4 eV
**HOMO**: -5.2 eV